1.
ORCA calculation (ωB97M-V/def2-TZVPD) on a structure of composition C10H10F5KO2S.

Calculated values
ΔE to the lowest compared entry with this formula, charge and spin ... 0.00 kcal/mol
HOMO energy ... -0.2534 Ha
Frontier orbital gap ... 0.2451 Eh
E_LUMO ... -0.0084 Eh

Element x y z (Å)
1 K 1.00082 -0.47704 0.44872
2 C -3.94117 -1.68559 -3.58991
3 C -2.50178 -1.69998 -3.09632
4 S -2.36557 -1.41862 -1.32363
5 O -0.91517 -1.63737 -1.00049
6 C -3.24963 -2.87285 -0.71503
7 C -2.69732 -4.20255 -1.19653
8 H -3.95377 -1.66711 -4.67878
9 H -4.47740 -0.80401 -3.23634
10 H -4.48806 -2.57202 -3.26956
11 H -1.92145 -0.88349 -3.52738
12 H -1.98315 -2.63226 -3.32042
13 H -4.29917 -2.72110 -0.97498
14 H -3.17126 -2.77768 0.36913
15 H -2.93262 -4.38840 -2.24405
16 H -3.13145 -5.01350 -0.61239
17 H -1.61520 -4.23467 -1.07088
18 F 2.92429 2.36135 6.56066
19 C 2.76859 2.15796 5.24069
20 C 1.86104 1.23321 4.76649
21 F 1.11765 0.51445 5.62243
22 C 1.72508 1.04998 3.40699
23 F 0.81608 0.11795 2.97588
24 C 2.44442 1.74374 2.41035
25 O 2.27050 1.53521 1.15686
26 C 3.36547 2.67131 2.95877
27 F 4.12406 3.39847 2.12146
28 C 3.51747 2.87074 4.31599
29 F 4.40619 3.77053 4.76024

Results of the natural (NBO) charge analysis, in e, for atoms 1 through 6: atom 1 (K): 0.979, atom 2 (C): -0.628, atom 3 (C): -0.611, atom 4 (S): 1.258, atom 5 (O): -1.054, atom 6 (C): -0.608

2.
ORCA calculation (ωB97M-V/def2-TZVPD) on a structure of composition C3H3IS at a distorted geometry.

Calculated values
ΔE to the lowest compared entry with this formula, charge and spin ... 29.32 kcal/mol
HOMO energy (alpha / beta) ... -0.2775 / -0.3196 Ha
<S²> ... 2.0375
2S+1 ... 3
Frontier orbital gap (alpha / beta) ... 0.2878 / 0.2493 Eh
E_LUMO (alpha / beta) ... 0.0103 / -0.0703 Eh

Element x y z (Å)
1 C 0.31926 2.15886 -1.03563
2 C 1.47842 1.75696 -1.04349
3 C 2.31840 0.69293 -1.43498
4 S 0.82241 -1.91749 0.23871
5 I 3.04403 -0.36250 0.10716
6 H -0.38766 2.96341 -0.91141
7 H 2.99264 0.93057 -2.23352
8 H 1.59750 -2.41740 1.18848

Results of the natural (NBO) charge analysis, in e, for atoms 1 through 6: atom 1 (C): -0.118, atom 2 (C): -0.127, atom 3 (C): -0.374, atom 4 (S): -0.336, atom 5 (I): 0.404, atom 6 (H): 0.232

3.
ORCA calculation (ωB97M-V/def2-TZVPD) on a structure of composition C38H55GeNO6OsSi2Te2 at a distorted geometry.

Calculated values
HOMO energy (alpha / beta) ... -0.4665 / -0.4693 Ha
<S²> ... 6.0198
2S+1 ... 5
Frontier orbital gap (alpha / beta) ... 0.2222 / 0.1690 Eh
Charge ... +2
E_LUMO (alpha / beta) ... -0.2442 / -0.3003 Eh

Element x y z (Å)
1 Os -0.21009 2.19424 0.16973
2 O -3.13664 -0.52318 -0.18758
3 C -2.14756 0.14076 -0.31047
4 O -2.05003 1.43115 -0.08482
5 C -0.81546 -0.51844 -0.78889
6 O -0.56781 -1.71005 -0.70821
7 O 0.02622 0.35833 -1.31516
8 O -1.39897 -0.82344 2.73290
9 C -0.98373 0.38063 2.92929
10 N -0.08022 0.87252 2.08797
11 C 0.22871 2.14755 2.55690
12 O 0.78127 2.95320 1.77094
13 C -0.41895 2.40099 3.84680
14 C -0.34512 3.46039 4.71791
15 C -1.16822 3.42401 5.84443
16 C -2.03274 2.36084 6.05188
17 C -2.09424 1.28544 5.16392
18 C -1.26144 1.30425 4.05820
19 H 0.33595 4.28333 4.53969
20 H -1.13712 4.23796 6.55756
21 H -2.68372 2.36584 6.91666
22 H -2.79644 0.48906 5.34496
23 C 2.10040 -1.84229 5.10927
24 Si 2.77515 -3.33818 4.22340
25 C 2.98939 -4.79617 5.35044
26 C 4.30126 -2.93956 3.23902
27 C 1.37139 -3.90016 3.01301
28 Te 1.12268 -2.66086 1.35420
29 C -2.58265 -1.34302 3.46805
30 Si -3.14352 -3.13282 3.00496
31 C -1.92560 -4.30154 3.81803
32 C -3.19358 -3.51505 1.19437
33 C -4.81937 -3.21032 3.80740
34 H 2.82998 -1.47641 5.83870
35 H 1.18411 -2.08454 5.65632
36 H 1.88601 -1.01719 4.41953
37 H 3.69789 -4.54877 6.14853
38 H 3.38811 -5.65948 4.81031
39 H 2.04661 -5.08903 5.81929
40 H 5.13110 -2.71851 3.91758
41 H 4.16789 -2.06758 2.58906
42 H 4.60766 -3.78723 2.61737
43 H 0.43165 -3.93735 3.57342
44 H 1.60150 -4.90704 2.64368
45 H -3.40830 -0.64817 3.29962
46 H -2.32705 -1.35759 4.52903
47 H -0.99371 -4.37262 3.24707
48 H -2.36258 -5.30605 3.83839
49 H -1.68892 -4.02944 4.85241
50 H -2.28778 -3.18621 0.68057
51 H -4.03741 -3.03107 0.70104
52 H -3.29010 -4.59773 1.06840
53 H -4.79241 -2.93804 4.86669
54 H -5.21559 -4.22784 3.73629
55 H -5.52528 -2.54630 3.29976
56 Te -0.99081 4.44034 -0.93214
57 C 0.07126 5.15038 -2.62087
58 C 0.05594 6.52742 -2.79988
59 C 0.62944 7.07038 -3.94269
60 C 1.20462 6.23909 -4.89350
61 C 1.21943 4.86350 -4.70078
62 C 0.65731 4.31281 -3.55845
63 C -2.60164 3.63005 -2.05336
64 C -3.89235 4.00954 -1.72224
65 C -4.96799 3.37302 -2.33535
66 C -4.74386 2.37540 -3.26982
67 C -3.44309 2.02099 -3.61566
68 C -2.36712 2.64178 -3.00168
69 H -0.40488 7.17495 -2.06271
70 H 0.61680 8.14287 -4.09021
71 H 1.64471 6.66505 -5.78630
72 H 1.66154 4.21410 -5.44718
73 H 0.67850 3.24086 -3.41106
74 H -4.06914 4.78882 -0.98965
75 H -5.97960 3.65935 -2.07573
76 H -5.58247 1.86418 -3.72767
77 H -3.26937 1.25360 -4.36184
78 H -1.35510 2.34194 -3.24536
79 C 4.40491 -0.45355 -4.14976
80 C 4.42154 1.07379 -4.13276
81 C 3.04562 1.68258 -3.87430
82 C 2.48024 1.30405 -2.49397
83 Ge 1.51268 -0.38838 -2.40857
84 C 0.35497 -1.00272 -3.84862
85 C 1.03230 -1.80578 -4.96287
86 C 1.88978 -2.96216 -4.44173
87 C 1.09784 -3.98786 -3.63172
88 H 5.38752 -0.85343 -4.39900
89 H 3.69617 -0.82888 -4.89545
90 H 4.13554 -0.86788 -3.16918
91 H 4.79221 1.43700 -5.09348
92 H 5.11893 1.42683 -3.36725
93 H 2.36225 1.36409 -4.67027
94 H 3.12337 2.76970 -3.93562
95 H 1.76105 2.04566 -2.14734
96 H 3.28538 1.26282 -1.75612
97 H 2.12107 -1.39657 -1.42791
98 H -0.11326 -0.09736 -4.24242
99 H -0.41926 -1.59296 -3.35637
100 H 1.65090 -1.14506 -5.57420
101 H 0.25031 -2.20434 -5.61315
102 H 2.70026 -2.55595 -3.82366
103 H 2.36276 -3.45755 -5.29076
104 H 0.65861 -3.54637 -2.73095
105 H 1.74322 -4.80977 -3.31670
106 H 0.28842 -4.41157 -4.23155

Results of the Mulliken charge analysis, in e, for atoms 1 through 6: atom 1 (Os): 1.832, atom 2 (O): -0.587, atom 3 (C): 0.457, atom 4 (O): -0.835, atom 5 (C): 0.132, atom 6 (O): -0.606

4.
ORCA calculation (ωB97M-V/def2-TZVPD) on a cluster of 11 separate species, C4H27NO13 in total at a distorted geometry.

Calculated values
ΔE to the lowest compared entry with this formula, charge and spin ... 139.65 kcal/mol
HOMO energy ... -0.3900 Ha
SMILES ... O=CNC(=O)CCO.O.O.O.O.O.O.O.O.O.O
Frontier orbital gap ... 0.3806 Eh
E_LUMO ... -0.0094 Eh

Element x y z (Å)
1 O -1.45197 3.46973 1.13149
2 C -1.69833 2.67566 2.03057
3 N -2.77191 1.82596 1.77947
4 C -2.71774 0.41052 1.52657
5 O -3.72240 -0.05106 1.11288
6 C -1.43680 -0.36642 1.52125
7 C -1.56766 -1.90341 1.63442
8 O -1.71269 -2.22041 2.97963
9 H -1.44432 2.87030 3.04897
10 H -3.65646 2.14943 1.31630
11 H -0.75336 0.14957 2.36864
12 H -0.88260 0.03791 0.65935
13 H -2.48340 -2.22241 1.00428
14 H -0.38604 -2.12942 1.50140
15 H -2.47384 -1.60221 3.39586
16 O 1.41801 -1.67089 0.64256
17 H 1.10029 -1.60146 -0.24725
18 H 2.22779 -0.98897 0.66408
19 O 0.81151 -2.40319 -2.37557
20 H 1.34351 -2.65563 -3.12029
21 H 0.30949 -1.69823 -2.75970
22 O 0.98239 -0.09145 -1.43139
23 H 0.16110 0.04567 -0.98348
24 H 0.74216 0.23590 -2.36932
25 O -2.58397 -0.54554 -3.02895
26 H -3.50025 -0.19784 -2.97962
27 H -2.54582 -0.60120 -2.05354
28 O 1.60588 -0.74601 3.58270
29 H 2.26868 -0.91244 2.98179
30 H 0.84725 -1.05056 3.24482
31 O -0.58160 3.22593 -1.46412
32 H -0.03162 3.93673 -1.51924
33 H -1.04099 3.35719 -0.55281
34 O -0.22985 0.35938 -3.85938
35 H -0.74161 -0.34632 -4.50252
36 H -1.03022 0.62033 -3.33159
37 O 3.96461 -2.04451 -0.23817
38 H 3.64572 -2.75714 0.37900
39 H 3.19751 -1.81420 -0.77355
40 O 3.47100 0.67511 -1.01153
41 H 4.27108 0.27398 -0.83203
42 H 2.89844 -0.02175 -1.23199
43 O 1.79382 1.96451 1.01785
44 H 2.35887 2.76387 0.93548
45 H 2.02631 1.59498 0.20669

Results of the natural (NBO) charge analysis, in e, for atoms 1 through 6: atom 1 (O): -0.542, atom 2 (C): 0.560, atom 3 (N): -0.720, atom 4 (C): 0.689, atom 5 (O): -0.600, atom 6 (C): -0.547

no.,E (Eh)
1,-2034.9672
2,-811.7751
3,-5269.2198
4,-1201.3491